1.
{
  "formula": "C4H9N2",
  "method": "the ωB97M-V functional and the def2-TZVPD basis",
  "species": ["H", "N", "C", "C", "C", "H", "H", "H", "H", "N", "H", "C", "H", "H", "H"],
  "positions_angstrom": [[-0.315, -1.843, -0.558], [-0.576, -0.865, -0.836], [0.758, 1.084, -0.146], [-1.300, -0.218, 0.319], [0.841, -0.218, -0.879], [-2.034, 0.411, 0.117], [1.285, 0.066, -1.828], [0.324, 1.734, -0.893], [0.428, -0.670, 1.818], [-0.013, 1.123, 1.020], [1.813, 1.340, 0.099], [-0.470, -0.071, 1.547], [1.519, -0.905, -0.555], [-1.056, -0.053, 2.438], [-1.204, -0.913, -1.664]],
  "atomic_forces_ev_per_a": [[-0.9, 0.8, -0.4], [0.0, -0.3, 1.2], [1.5, -0.4, -0.4], [5.6, -1.6, 1.1], [-0.7, 1.8, -1.5], [-3.6, 2.3, -1.0], [-0.8, -0.4, -0.8], [0.3, 1.0, 0.2], [-0.9, -1.1, -0.7], [-3.6, 0.6, -1.2], [-0.5, 0.4, -0.3], [1.7, -1.9, 1.2], [1.4, -2.2, 1.6], [-0.4, 0.7, 0.6], [0.9, 0.3, 0.3]],
  "homo_ev": -13.870,
  "orbital_gap_ev": 9.2,
  "total_charge": 1,
  "e_lumo_ev": -4.67,
  "largest_force_ev_per_a": 5.946
}

=====

2.
{
  "formula": "C14H56O14",
  "method": "the ωB97M-V functional and the def2-TZVPD basis",
  "species": ["H", "H", "H", "H", "H", "H", "H", "H", "H", "O", "H", "H", "C", "H", "H", "H", "H", "C", "H", "H", "H", "H", "H", "O", "H", "H", "H", "H", "O", "C", "H", "O", "H", "H", "C", "H", "C", "H", "H", "H", "H", "C", "H", "H", "O", "C", "O", "H", "O", "C", "O", "H", "H", "C", "C", "H", "O", "C", "H", "H", "H", "H", "H", "C", "H", "O", "H", "H", "H", "H", "H", "H", "H", "H", "O", "H", "C", "H", "H", "C", "H", "O", "O", "O"],
  "positions_angstrom": [[-3.525, 0.704, 1.365], [-1.179, -2.731, -4.365], [0.489, 4.204, 2.591], [-1.138, -3.011, -1.890], [-3.280, 3.134, 2.765], [1.017, -5.843, -1.892], [-0.674, -0.491, -1.835], [4.763, -1.845, -2.114], [2.522, 3.459, 2.970], [-4.394, -5.336, -0.481], [-1.760, 5.979, 0.876], [-3.294, 5.204, 0.861], [1.082, 1.437, -4.454], [5.231, -0.446, -3.061], [1.011, 2.384, -4.989], [0.687, 0.997, 4.137], [0.341, -3.094, -3.624], [4.400, -0.901, -2.522], [-3.891, -1.369, -4.537], [0.890, -1.645, 3.216], [-4.324, -3.486, 0.700], [-2.817, 0.948, -4.168], [-0.218, 1.166, -2.958], [-0.295, -3.001, 2.930], [1.341, 5.638, 3.250], [-3.008, -3.786, -0.399], [1.364, -4.192, -1.338], [1.310, 0.721, -5.244], [-0.479, 0.357, -1.429], [-4.199, -0.493, -3.966], [3.642, -1.214, -3.240], [1.307, -0.812, 2.984], [-1.943, 4.206, 0.798], [0.709, 0.776, 0.167], [-0.438, -2.333, -3.672], [-2.335, -3.501, 3.055], [-3.753, -4.283, 0.223], [0.414, 4.655, 4.264], [3.649, 2.608, 1.373], [5.146, 0.167, 0.998], [4.014, -1.051, 1.232], [1.093, 4.589, 3.413], [-0.040, 0.844, 2.627], [-0.648, -0.094, 3.755], [-1.064, -2.207, -2.409], [0.084, -0.042, -0.191], [3.674, 3.547, 1.175], [4.042, 2.705, -0.605], [-0.422, -5.172, -0.620], [3.597, 3.613, -0.196], [-0.189, 1.083, -3.914], [1.959, 1.498, -3.810], [2.477, 0.435, 1.900], [4.337, -0.109, 1.675], [0.344, 0.230, 3.442], [-0.651, -5.990, -0.173], [3.320, 0.863, 1.736], [-2.292, 5.118, 1.281], [-1.981, 5.726, 3.051], [-0.368, -3.635, 2.212], [-3.988, -0.571, -2.900], [-5.273, -0.589, -4.125], [-3.160, -4.677, 1.047], [-1.635, -2.754, 3.432], [1.625, -5.561, -0.288], [-2.147, 4.902, 2.586], [-0.127, -1.358, -4.048], [-3.707, 2.168, 0.597], [-0.574, -0.499, 0.549], [-1.974, -1.756, 3.155], [4.272, 4.346, -0.638], [4.707, -0.295, 2.683], [-2.151, 1.849, 1.264], [2.570, 3.552, -0.554], [-3.681, 2.272, 2.635], [4.766, 0.224, -1.011], [-3.216, 1.744, 1.472], [-4.790, -5.836, 0.237], [-1.607, -2.787, 4.521], [0.953, -5.159, -1.046], [0.909, -0.752, -0.238], [-3.678, 0.734, -4.536], [3.965, -0.006, -1.489], [2.282, 3.928, 3.772]],
  "atomic_forces_ev_per_a": [[0.3, -0.3, 0.5], [0.0, 0.1, -0.3], [0.5, -0.3, -0.2], [0.2, -0.4, -0.4], [0.1, 0.3, 0.2], [0.3, 0.1, -0.3], [-0.5, -0.5, -0.6], [0.1, -0.1, 0.3], [0.7, 0.0, -0.1], [-0.1, 0.8, 0.7], [0.4, 0.0, 0.1], [-0.7, 0.2, 0.6], [-0.4, 0.1, -1.0], [0.0, 0.0, -0.3], [-0.1, 0.3, 0.2], [0.8, -0.7, 0.4], [0.5, 0.4, -0.1], [0.7, -0.1, 0.2], [0.9, -0.1, 0.2], [-0.1, -0.5, -0.3], [-0.9, -0.2, -0.4], [0.2, -0.3, 0.1], [0.3, 0.1, 0.4], [-0.9, -0.1, 0.4], [-0.1, 0.2, -0.6], [-0.3, -0.1, -0.4], [-0.8, 0.3, 0.2], [0.1, -0.3, 0.1], [0.1, -0.5, 1.1], [0.1, 0.4, -0.6], [-0.5, 0.7, 0.3], [-1.3, 2.4, 1.0], [0.4, 0.1, -0.5], [-0.8, 0.6, 0.6], [-0.7, -1.3, -0.3], [0.0, 0.0, 0.1], [1.5, 0.3, 0.3], [0.0, -0.5, 0.3], [0.0, -0.5, 0.5], [0.1, 0.7, 0.3], [-0.5, -0.1, 0.2], [-0.4, 1.4, 0.9], [0.7, 0.0, -0.9], [0.4, -1.0, 0.7], [-0.1, 1.2, 0.7], [1.7, 0.4, 0.4], [0.1, 0.6, 1.3], [0.0, -0.5, -0.2], [0.4, 1.3, 0.0], [0.6, -1.4, -1.5], [0.4, 0.1, -0.6], [-0.4, -0.2, 0.6], [-0.2, -0.4, 0.2], [0.0, -0.7, 0.1], [-0.3, 0.2, -1.1], [0.3, -0.1, -0.2], [0.3, 0.5, -0.6], [0.0, -0.3, -4.1], [-0.1, -0.1, 0.2], [0.2, 0.1, -0.1], [0.1, -0.2, -0.1], [-0.2, 0.9, 0.2], [0.2, -0.3, 0.2], [0.5, 0.0, 0.0], [-0.1, 0.1, 0.3], [0.0, 0.0, 3.5], [0.2, -0.1, 0.4], [-0.1, 0.5, -0.3], [-0.5, 0.6, 0.0], [0.0, -0.1, -0.2], [-0.7, 0.8, 0.2], [0.3, -0.1, -0.1], [0.3, -0.2, 0.4], [-0.1, 0.8, -0.3], [-0.3, 0.4, 1.6], [-0.1, 0.1, 0.1], [-0.2, -0.8, -2.4], [-0.4, -0.4, -0.3], [0.0, -0.2, 0.0], [-0.1, -1.5, 0.0], [-0.1, -0.7, -0.9], [-1.0, -0.8, 0.2], [-0.3, -0.6, -0.8], [-0.6, -0.8, -0.3]],
  "homo_ev": -9.534,
  "orbital_gap_ev": 9.6,
  "e_lumo_ev": 0.02,
  "largest_force_ev_per_a": 4.135
}

=====

3.
{
  "formula": "C7H14N2S",
  "method": "the ωB97M-V functional and the def2-TZVPD basis",
  "species": ["H", "H", "H", "H", "C", "C", "N", "H", "H", "C", "C", "N", "H", "H", "H", "S", "C", "H", "H", "H", "C", "H", "C", "H"],
  "positions_angstrom": [[1.948, 3.026, -0.424], [-2.898, -2.140, 1.389], [0.948, 1.753, 3.474], [-1.882, -2.293, -3.373], [2.592, 1.027, -0.231], [-1.738, -2.432, -1.294], [-1.877, -0.198, -1.101], [2.446, 1.984, 2.636], [3.077, 0.815, -1.185], [-1.959, -1.384, -0.444], [1.491, 1.470, 2.575], [-1.514, -1.850, -2.537], [-2.216, -0.503, 1.456], [2.274, 0.085, 0.227], [-1.212, -1.858, 1.606], [0.423, 2.081, 1.220], [1.481, 2.062, -0.300], [-1.639, 0.218, -3.165], [1.537, 0.397, 2.507], [-1.702, -3.478, -1.049], [-2.083, -1.512, 1.040], [0.767, 1.834, -1.089], [-1.660, -0.490, -2.353], [3.396, 1.387, 0.413]],
  "atomic_forces_ev_per_a": [[-0.2, 0.4, -0.2], [-0.3, 0.0, -0.3], [-0.1, -0.1, 0.1], [0.6, 0.1, 0.0], [0.4, -0.4, 0.5], [-0.3, 1.0, 0.1], [0.0, 0.8, -0.4], [0.2, -0.2, -0.2], [-0.3, 0.1, -0.2], [1.0, -1.6, 0.8], [-0.6, 0.8, -0.4], [-0.8, -0.2, -0.2], [-0.3, -0.2, -0.1], [-0.2, 0.1, -0.4], [0.3, -0.2, -0.7], [0.3, 0.1, -0.1], [0.0, -0.7, 0.8], [0.1, 0.0, -0.1], [0.5, -0.3, 0.2], [0.0, -0.1, -0.4], [-0.1, 1.2, 1.0], [0.1, 0.2, -0.1], [-0.2, -0.6, 0.3], [0.0, 0.1, 0.1]],
  "homo_ev": -8.136,
  "orbital_gap_ev": 9.0,
  "smiles": "Cc1c[nH]cn1.CCSC",
  "e_lumo_ev": 0.90,
  "largest_force_ev_per_a": 2.029
}

=====

4.
{
  "formula": "C24H33ClI2P3Ru",
  "method": "the ωB97M-V functional and the def2-TZVPD basis",
  "species": ["C", "H", "Ru", "H", "H", "H", "C", "H", "H", "H", "H", "C", "H", "H", "H", "C", "C", "H", "H", "H", "C", "H", "C", "C", "H", "H", "C", "I", "H", "H", "C", "C", "H", "C", "C", "C", "C", "H", "P", "C", "H", "C", "H", "C", "H", "I", "Cl", "C", "H", "H", "H", "H", "P", "C", "C", "H", "H", "C", "P", "C", "H", "C", "H", "H"],
  "positions_angstrom": [[2.902, 1.099, -1.692], [-2.113, 1.748, -2.326], [0.182, 0.201, 0.217], [3.983, 0.980, -1.851], [4.477, -0.776, 5.601], [-3.690, 3.334, 4.167], [2.062, -1.197, 3.243], [3.047, 1.210, 6.107], [-2.199, 5.325, 3.910], [-2.890, 1.101, 3.472], [-3.220, -1.393, 6.181], [-1.823, 4.322, 3.700], [-1.693, 0.220, 5.100], [3.795, -2.357, 3.791], [1.015, 2.750, 2.678], [-2.676, -1.681, 5.278], [-2.737, -1.421, -0.230], [3.253, -1.780, -0.513], [-3.531, 0.845, 1.349], [4.613, -0.653, -0.215], [-3.174, 1.319, 0.429], [-3.500, -3.686, 5.236], [2.770, 0.520, 5.309], [1.600, 0.758, 4.574], [2.775, 2.636, 0.985], [3.048, 1.303, 2.156], [-0.022, 2.870, 2.993], [0.035, 2.812, -0.156], [-3.736, -1.416, -0.683], [-4.036, 1.534, -0.221], [-0.508, 4.152, 3.262], [-2.663, 3.213, 3.820], [-1.772, 0.063, -2.846], [3.219, 1.642, 1.125], [-1.839, -0.757, 4.635], [-0.868, 1.750, 3.075], [1.281, -0.064, 3.487], [-3.444, 0.537, -2.351], [-1.995, 0.226, -0.436], [3.201, -1.467, 4.003], [1.771, -1.864, 2.432], [-2.834, -2.969, 4.753], [-0.845, -2.673, 2.010], [-1.369, -2.377, 2.923], [0.147, 5.012, 3.096], [0.413, -1.454, -2.751], [0.602, -2.239, 0.352], [3.567, -0.590, 5.027], [0.952, 1.583, 4.862], [4.301, 1.697, 0.935], [2.613, 2.153, -1.776], [-2.099, -2.157, -0.728], [2.460, 0.457, -0.042], [-1.260, -1.061, 3.389], [-2.371, 0.693, -2.166], [3.656, -1.295, 1.155], [-2.194, -4.346, 3.212], [3.611, -0.959, 0.114], [-0.217, 0.147, 2.415], [-2.133, -3.329, 3.601], [-2.807, -1.659, 0.838], [-2.201, 1.945, 3.455], [-2.692, 2.271, 0.685], [2.353, 0.506, -2.441]],
  "atomic_forces_ev_per_a": [[-0.4, -0.1, -0.2], [-0.1, -0.2, 0.0], [0.2, -3.9, -1.1], [-0.3, 0.1, 0.1], [-0.3, 0.0, -0.1], [0.3, 0.0, -0.2], [0.8, -0.9, 0.1], [-0.1, -0.2, -0.2], [0.1, -0.4, 0.0], [0.1, 0.4, 0.0], [0.3, -0.1, -0.3], [-0.1, 0.0, -0.1], [0.0, -0.4, -0.1], [-0.2, 0.3, 0.1], [-0.1, 0.0, 0.2], [0.4, 1.0, -0.2], [0.3, -0.2, -0.1], [0.2, 0.1, 0.1], [0.0, 0.1, -0.2], [-0.3, 0.1, 0.1], [0.0, 0.2, 0.2], [0.3, 0.2, 0.0], [-0.8, 0.5, -0.2], [0.4, 0.3, 0.9], [0.3, -0.2, 0.1], [0.1, 0.1, -0.2], [-0.1, 0.1, -0.5], [0.0, -0.1, 0.3], [0.2, 0.0, 0.1], [0.3, -0.2, 0.2], [0.0, 0.1, -0.1], [0.1, 0.2, 0.0], [-0.6, 0.5, 0.2], [-0.1, 0.1, -0.1], [-1.0, 0.1, 1.7], [-0.4, 0.0, -0.6], [-0.7, -0.4, -0.2], [0.3, 0.1, 0.1], [-3.0, 0.7, -0.5], [-0.4, -0.1, -0.5], [0.2, 0.0, 0.3], [-0.4, 0.2, 0.5], [-0.4, 0.1, 0.5], [-0.3, -1.7, -0.1], [-0.2, -0.2, 0.3], [0.2, 0.0, 0.5], [-0.2, 1.6, -0.5], [0.3, -0.2, -0.1], [0.3, -0.2, -0.1], [-0.3, 0.0, 0.1], [0.2, -0.2, -0.1], [-0.3, 0.0, 0.1], [3.1, 1.1, 0.2], [0.9, -0.3, -1.1], [0.7, -0.3, -0.3], [0.0, 0.0, -0.3], [0.0, 0.3, 0.1], [-0.5, -0.4, 0.0], [-0.3, 2.0, 2.7], [0.9, 0.3, -1.3], [0.0, 0.0, -0.3], [0.3, -0.2, 0.0], [-0.3, -0.2, 0.0], [0.4, 0.4, 0.2]],
  "homo_ev": [-17.882, -17.566],
  "orbital_gap_ev": [7.4, 4.4],
  "spin_multiplicity": 5,
  "total_charge": 3,
  "e_lumo_ev": [-10.45, -13.20],
  "largest_force_ev_per_a": 4.101
}